Record 1
{"formula": "C35H40BNO4S", "method": "ωB97M-V/def2-TZVPD", "smiles": "COc1ccc([C@@H](B2OC(C)(C)C(C)(C)O2)c2cn(C)c3ccccc23)cc1.COc1ccc(-c2ccc(C)s2)cc1", "relative_energy_ev": 0.000, "e_homo_ev": -7.18, "gap_ev": 7.8, "elements": ["H", "H", "C", "H", "H", "C", "C", "C", "O", "H", "O", "O", "H", "C", "H", "H", "H", "C", "C", "C", "H", "H", "H", "C", "C", "H", "C", "C", "C", "H", "H", "H", "C", "C", "H", "C", "C", "N", "C", "H", "C", "H", "H", "H", "C", "H", "C", "C", "H", "C", "C", "H", "C", "H", "C", "H", "H", "S", "H", "H", "H", "C", "H", "C", "C", "C", "C", "C", "B", "H", "H", "H", "H", "O", "H", "H", "H", "C", "C", "H", "H", "C"], "coordinates": [[-2.9500, 1.4292, 1.0402], [-5.6918, 1.6844, -1.3440], [2.2651, 0.5767, 2.9726], [0.9063, -3.1382, 4.6229], [0.8197, -2.5624, 0.3019], [1.8619, -0.3555, 1.9370], [3.2345, -4.9346, -3.3020], [-4.4588, 2.3845, -2.9894], [0.4731, -3.7846, -3.9948], [-1.2382, -4.9990, -4.2733], [3.2683, -3.4958, -3.4423], [0.4884, 2.5401, 0.4969], [-2.9846, 1.0762, 2.7745], [-2.8306, 0.4698, -2.6830], [-1.1200, 4.3537, -0.6015], [-5.2518, 3.4748, -4.6196], [1.5257, -2.5743, 2.1234], [-5.2790, 3.4926, -3.5257], [-1.2101, -2.8667, -2.5209], [-1.8429, -0.5481, -2.8549], [0.4479, 5.0725, 1.0302], [1.9704, -4.2149, -1.1592], [-3.9912, -0.3009, -0.9921], [1.7245, -2.4717, 4.9148], [-0.2492, -2.7249, -3.5372], [2.5471, 2.5131, 2.0481], [3.0006, 2.5168, 4.1798], [-4.7975, 1.5369, -1.9455], [2.0630, -3.1427, -1.3384], [-2.4343, 4.2301, 0.5823], [3.7249, -5.2483, -2.3703], [0.8658, -1.3756, -4.7802], [-0.0323, 4.4621, 1.8054], [0.0189, -1.4628, -4.1020], [0.2008, 2.4077, 3.8091], [1.5831, 0.1495, 0.5613], [-1.2100, 2.1190, 2.1642], [1.9229, -1.4544, 3.9044], [-3.8803, 0.4645, -1.7605], [-1.3282, 3.3457, 3.9516], [-0.6194, 3.2155, 1.1632], [3.3568, 2.2747, 6.2984], [-2.0228, 2.8298, -0.4684], [-1.3204, -3.8296, -2.0096], [1.7386, -1.6028, 2.5482], [-0.6403, 0.5609, -4.2700], [-2.6999, 1.8306, 2.0315], [3.0214, 1.7866, 5.3809], [-4.9301, 4.4784, -3.1989], [2.5765, 1.9330, 2.9735], [3.0516, -1.3096, -2.6082], [-1.3133, 1.5927, 4.2475], [2.8068, -2.6925, -2.4470], [2.6129, -0.1630, 6.3093], [2.6327, 0.4367, 5.4013], [2.3842, 0.8814, 0.3383], [-2.7051, -1.8787, -1.3630], [-2.9417, 1.9277, -3.6754], [2.6229, -3.0810, 5.0789], [-0.0756, -5.5660, -3.0405], [0.7293, 4.2269, 2.5622], [-0.7986, -0.3997, -3.7890], [-3.2922, 2.7377, 2.2245], [1.4752, -2.2089, -0.4880], [-0.1728, -5.0773, -4.0190], [-1.6122, 3.6733, 0.1040], [1.7452, -0.8445, -0.5963], [2.2991, -0.1441, 4.1867], [0.5009, 1.2538, 0.9621], [-6.3116, 3.3504, -3.1959], [0.3838, -5.6282, -4.7781], [3.6653, -1.0009, -3.4549], [2.1984, -5.2989, -3.3313], [-0.5373, 0.8982, 1.7867], [3.7885, -5.2947, -4.1735], [2.6797, 0.6506, -1.8425], [1.4634, -1.9903, 5.8625], [2.4967, -0.4167, -1.7127], [-0.8841, 2.3926, 3.6293], [-0.8330, 5.0613, 2.2640], [3.3150, 3.5634, 4.1790], [-1.9670, -1.7730, -2.1537]], "atomic_forces_ev_per_a": [[0.078, 0.230, 0.214], [0.124, -0.082, -0.193], [-0.234, -0.768, 0.097], [0.110, 0.164, 0.042], [0.204, 0.034, -0.072], [0.755, -1.363, 0.696], [-0.109, 1.002, 0.030], [0.099, -1.113, 1.306], [-0.398, -0.500, -0.288], [0.277, 0.058, -0.054], [0.493, -0.650, 0.142], [-0.318, -0.266, 0.653], [0.115, 0.147, -0.128], [-1.847, 1.602, 1.278], [-0.014, -0.176, 0.157], [-0.149, 0.111, 0.114], [-0.057, 0.234, 0.230], [-0.044, 0.406, -0.248], [0.584, -0.103, -0.303], [1.069, -1.091, -0.154], [-0.154, -0.172, 0.116], [-0.306, 0.319, -0.113], [-0.041, 0.241, -0.320], [0.159, -0.129, -0.059], [-0.371, 0.309, 0.212], [0.075, -0.089, 0.336], [-0.237, -0.050, -0.529], [0.364, 0.526, -0.701], [0.401, 0.140, -0.969], [0.198, -0.259, -0.212], [-0.064, 0.031, -0.216], [-0.296, -0.002, 0.017], [0.086, 0.162, 0.440], [0.063, -0.966, 0.200], [-0.378, 0.090, -0.053], [0.710, 0.932, -0.229], [-0.128, -0.060, 0.063], [0.462, 0.355, 0.854], [0.742, 0.221, -0.817], [0.165, -0.229, -0.039], [-0.046, 0.180, -0.164], [-0.172, -0.182, -0.266], [0.042, 0.211, 0.144], [-0.026, 0.428, -0.227], [-0.140, 1.778, -0.603], [-0.026, -0.090, 0.025], [-0.278, 0.241, -0.142], [-0.187, -0.535, -0.054], [-0.074, -0.097, -0.026], [0.695, 0.405, 0.528], [-0.435, -0.837, -0.125], [0.117, 0.159, -0.172], [-0.325, 0.158, 0.581], [0.140, 0.313, -0.059], [0.290, 0.599, 0.096], [0.173, -0.359, 0.157], [0.105, 0.012, -0.219], [-0.314, -1.001, 0.294], [-0.092, 0.106, -0.040], [-0.033, -0.022, -0.181], [-0.290, 0.051, -0.172], [-0.363, -0.145, 0.539], [0.088, -0.272, -0.092], [0.213, 0.212, 0.253], [0.340, 0.762, 0.246], [-0.269, -0.117, -0.219], [-0.029, 0.268, -0.074], [-0.517, -0.717, -0.411], [-1.167, -1.482, -1.562], [0.116, 0.152, -0.087], [-0.248, -0.136, 0.117], [-0.249, 0.039, 0.200], [0.398, 0.086, 0.084], [0.270, 0.905, -0.063], [-0.137, -0.061, 0.275], [0.078, -0.218, 0.105], [-0.036, -0.129, -0.205], [0.036, -0.103, 0.371], [0.096, 0.068, 0.204], [0.283, -0.123, -0.033], [-0.133, -0.327, 0.048], [-0.080, 0.574, -0.572]]}

Record 2
{"formula": "C26H38N3O6", "method": "ωB97M-V/def2-TZVPD", "multiplicity": 2, "e_homo_ev": [-8.29, -8.30], "gap_ev": [8.5, 8.5], "elements": ["H", "C", "H", "H", "H", "H", "H", "H", "H", "H", "N", "C", "H", "H", "H", "C", "C", "H", "H", "H", "H", "C", "C", "C", "C", "N", "H", "C", "C", "H", "C", "O", "H", "H", "C", "H", "H", "C", "N", "O", "H", "H", "C", "H", "C", "H", "H", "H", "H", "H", "O", "H", "C", "C", "C", "C", "C", "H", "H", "C", "O", "O", "C", "C", "C", "O", "H", "H", "H", "H", "C", "H", "C"], "coordinates": [[-2.3453, -7.1017, -5.9390], [6.4533, -0.3107, 1.0553], [-0.6804, 3.9246, -0.3036], [-1.7849, 1.6925, -1.4863], [5.8832, 1.6034, -0.0215], [4.4157, -1.8271, 3.5460], [-2.8045, -2.6630, -2.7714], [1.6104, -1.4041, 0.7970], [3.7223, 1.8992, 1.1793], [-3.5266, -0.3352, 2.3365], [-1.4522, 2.3443, 1.9426], [-0.0397, 3.0634, 0.0460], [1.5820, -3.5922, -3.1030], [-0.7272, 6.5675, -2.8050], [0.5855, 0.7068, -0.2151], [0.2321, -0.0395, 1.8113], [-1.5910, -2.5789, -0.9344], [-0.9964, -0.1445, -0.1205], [6.6491, -2.1120, 2.3270], [2.1512, -0.5958, 3.7930], [-3.6506, -6.2090, -6.7772], [0.6736, -3.3188, -2.5153], [0.7477, -1.4986, 1.5048], [-0.9752, -0.0386, 2.8403], [1.3532, 0.9596, 2.3178], [-2.2956, -5.0079, -5.7331], [0.6521, 3.3629, 0.8729], [0.8542, -3.0992, -1.0659], [3.8260, 0.0864, 2.4641], [-4.0801, 1.0064, 3.3762], [-0.2838, -2.6983, -0.2518], [-2.3209, 3.3124, 1.8663], [-0.7554, -3.3031, -4.3027], [0.8262, 1.7282, 2.9580], [-2.2551, 1.9312, -0.4876], [-2.4879, -2.2943, -0.3228], [-2.7695, 2.9138, -0.6269], [5.9779, -1.2516, 2.0856], [-0.7982, 4.4850, -2.9766], [-1.0810, -5.0764, -5.7180], [0.5039, 2.7249, -0.8776], [1.1818, -1.9093, 2.4657], [-3.0527, -6.2802, -5.8712], [-2.6432, 1.1443, 4.9217], [-0.3232, 0.5526, 0.4390], [-3.9000, 1.3465, 1.6277], [1.7432, 1.5222, 1.4347], [-1.5549, -0.9983, 2.7259], [2.7185, 1.0905, 4.0170], [-3.6824, -6.3840, -4.9903], [-0.2788, -2.4186, 1.1086], [-2.0920, 5.9393, -3.7778], [5.6045, 0.8316, 0.7360], [4.3315, 0.9967, 1.4331], [-0.6194, -3.1619, -3.1879], [-1.0348, 5.8369, -3.5501], [4.6975, -1.0690, 2.7771], [-0.5152, -0.1026, 3.8726], [-2.3958, 2.8302, 4.3305], [-1.7755, -2.7999, -2.3572], [0.3432, 4.2120, -2.6657], [-1.7579, 3.7500, -2.8565], [-1.9791, 1.7935, 4.2817], [-1.9303, 1.2218, 2.7846], [2.4678, 0.3160, 3.2305], [-2.9495, -3.9859, -5.6445], [1.8542, -3.1978, -0.5785], [-2.9832, 1.0858, -0.3110], [-0.4350, 5.9189, -4.4538], [-0.9442, 1.8131, 4.7261], [-1.0778, 1.9420, 0.5614], [7.4266, -0.4287, 0.5334], [-3.4419, 0.7804, 2.4727]], "atomic_forces_ev_per_a": [[0.014, 0.145, 0.019], [-2.330, 0.543, 1.171], [0.917, -0.557, 0.729], [-0.366, 0.257, 1.088], [-0.153, -0.899, 0.762], [0.118, 0.818, -0.723], [1.174, -0.186, 0.238], [-0.887, -0.326, 0.249], [0.638, -0.923, 0.216], [0.169, 1.193, -0.205], [-2.284, -0.944, -1.762], [-1.280, -0.023, -0.230], [-0.965, 0.241, 0.523], [0.107, -0.066, -0.082], [-1.039, -0.213, 0.507], [-1.515, 0.533, -1.072], [0.999, -0.385, -0.548], [0.567, 0.303, 0.805], [-0.869, 0.795, -0.105], [0.208, 0.678, -0.663], [-0.050, 0.076, 0.128], [-1.368, 0.565, 0.953], [1.142, 0.816, 1.868], [0.962, -0.679, 0.056], [-0.720, -0.399, 0.676], [0.106, -0.005, -0.005], [-0.565, -0.140, -0.829], [-1.718, 0.411, -0.574], [2.023, -1.164, -0.837], [0.677, -0.126, -0.983], [-1.339, -0.412, -3.055], [1.020, -0.111, 0.863], [0.421, 0.185, 1.684], [0.480, -0.723, -0.804], [0.187, -0.703, -0.384], [1.074, -0.277, -0.558], [0.393, -0.906, 0.487], [-0.654, 1.595, -0.736], [-0.062, 0.013, -0.057], [-0.311, 0.082, -0.120], [-0.456, 0.169, 1.181], [-0.478, 0.266, -1.021], [0.033, -0.293, -0.008], [0.881, 0.507, -0.653], [0.351, 0.011, 0.405], [0.506, -0.606, 0.593], [0.065, -0.667, 0.898], [0.432, 1.111, -0.084], [-0.278, -0.857, -0.677], [-0.043, 0.095, -0.108], [0.874, 0.393, -1.326], [0.080, -0.106, 0.060], [-0.769, -1.449, 1.607], [0.505, -0.818, 0.506], [0.112, 0.318, 1.965], [-0.214, 0.195, -0.065], [0.781, 1.361, -1.550], [-0.508, 0.083, -0.995], [0.266, -0.868, -0.303], [2.038, -0.184, 1.090], [-0.109, 0.098, -0.332], [0.226, 0.109, -0.141], [0.169, -0.014, 0.045], [-0.918, -0.599, 2.861], [1.305, 1.256, -0.433], [0.230, -0.195, -0.007], [-0.937, 0.013, -0.680], [0.637, 1.021, 0.025], [0.072, 0.015, 0.138], [-0.984, 0.016, -0.410], [2.264, 0.552, -2.187], [-0.863, -0.088, 0.570], [-0.191, 0.073, 0.346]]}

Record 3
{"formula": "C17H38BFI3N3NbO6", "method": "ωB97M-V/def2-TZVPD", "relative_energy_ev": 0.266, "e_homo_ev": -4.52, "gap_ev": 6.6, "total_charge": -1, "elements": ["H", "H", "B", "N", "H", "H", "H", "H", "C", "C", "C", "H", "C", "C", "C", "H", "H", "O", "H", "I", "F", "H", "H", "H", "C", "H", "H", "C", "H", "C", "O", "H", "C", "I", "C", "H", "H", "H", "H", "I", "O", "O", "H", "H", "H", "H", "H", "N", "H", "H", "Nb", "H", "N", "C", "C", "O", "C", "C", "H", "H", "H", "H", "C", "H", "O", "C", "H", "H", "H", "H"], "coordinates": [[-1.9078, -3.2033, -2.2544], [0.7418, -3.3311, 3.7301], [-1.1708, 1.1861, 1.2876], [-0.3518, 1.5693, 2.4341], [-1.0315, -3.5076, -0.7534], [6.3084, 0.5451, 2.5902], [5.1014, -1.3632, -1.3156], [4.3491, -1.5485, 0.2821], [-4.7765, 5.9697, 3.7597], [-4.3538, 3.8761, 2.6577], [-5.3423, 3.8079, 4.8924], [0.4409, -1.4421, -3.8970], [-0.0178, -2.0156, 1.2104], [6.6636, -0.4797, 0.7398], [0.9301, -1.1490, -7.2169], [-1.5916, 0.5528, -2.3414], [-0.0758, -0.8930, -7.5524], [-2.3895, 1.8272, 1.1881], [3.0631, -0.3209, -5.5569], [1.7300, -3.1167, 0.7410], [0.3029, -1.4183, -1.7623], [6.8252, -1.5051, 0.3882], [1.3803, 1.7039, 0.5188], [-3.0361, -2.9667, 0.5905], [3.4158, -0.0853, -0.9211], [-0.9423, -3.7672, 4.0100], [1.1104, -2.1880, -7.4961], [6.4414, -0.4738, 2.2346], [5.5365, -1.0250, 2.4828], [-2.9437, -2.6439, -0.4427], [-0.5816, -2.4427, -5.3609], [7.5616, 0.0816, 0.4768], [0.2597, -1.6608, -4.9574], [-2.4545, -1.6544, 2.9642], [-2.0144, -3.5385, -1.2244], [-0.0568, -4.5087, 2.6802], [-6.3859, 4.0702, 5.0828], [2.9337, -0.6445, -1.7310], [-5.1823, 6.3223, 4.7051], [-5.0206, -3.1565, -1.1693], [2.5358, 0.0476, 0.1621], [-3.8989, 4.4561, 1.6927], [7.2850, -0.9216, 2.7579], [1.6510, -0.5103, -7.7229], [3.7040, 0.8984, -1.3071], [-4.7657, 4.0227, 5.7952], [-4.4037, 2.7781, 2.7312], [-4.8177, 4.5198, 3.7501], [0.5667, 1.1517, 2.4334], [1.8660, 0.9826, -5.6196], [-0.5475, -0.3994, -0.3202], [-3.0072, -0.8477, -1.5470], [1.0667, -0.9613, -5.7883], [2.0480, -0.0357, -5.2669], [-0.2006, -3.5857, 3.2451], [5.5846, 0.0991, 0.0511], [-2.7011, -1.1861, -0.5541], [4.6492, -0.8226, -0.4781], [-3.7541, 6.3312, 3.6474], [-2.3173, 2.7198, 1.5455], [1.4439, 1.2546, -1.1518], [-0.7869, 1.3742, 3.3222], [1.3752, 0.8381, -0.1422], [-2.3511, -4.5717, -1.2195], [-1.0775, 0.9392, -1.6265], [-0.6140, -2.4794, 2.3154], [1.9841, -0.0367, -4.1802], [-5.3619, 6.3829, 2.9381], [-3.3365, -0.6392, 0.1461], [-5.2868, 2.7391, 4.6969]], "atomic_forces_ev_per_a": [[-0.007, 0.009, -0.085], [0.123, -0.050, -0.019], [0.318, -0.134, 0.496], [0.146, -0.236, -0.298], [0.115, 0.033, -0.033], [0.021, 0.109, 0.028], [0.043, -0.036, -0.121], [0.022, -0.077, 0.024], [-0.006, -0.031, 0.032], [0.082, 0.044, 0.032], [0.008, 0.018, -0.013], [-0.095, -0.115, 0.086], [-0.794, -0.081, 0.632], [0.094, -0.293, -0.124], [0.013, 0.015, 0.010], [-0.159, 0.215, -0.227], [-0.018, 0.019, 0.018], [-0.007, -0.045, -0.236], [-0.004, -0.031, 0.010], [0.315, -0.261, -0.116], [0.584, -0.151, 0.065], [0.020, -0.074, -0.021], [0.102, 0.083, 0.081], [0.015, -0.073, -0.103], [-0.142, -0.119, -0.054], [-0.115, -0.013, 0.138], [0.017, -0.017, 0.019], [-0.128, 0.043, 0.076], [-0.053, -0.094, 0.046], [0.032, -0.151, 0.051], [-0.030, -0.048, 0.047], [0.045, 0.121, 0.025], [-0.090, -0.020, -0.136], [-0.081, 0.351, 0.153], [0.008, -0.136, -0.017], [0.100, -0.004, 0.001], [-0.014, 0.001, -0.027], [-0.090, -0.071, -0.080], [-0.008, 0.030, 0.019], [-0.109, 0.006, 0.077], [0.013, 0.092, 0.039], [0.083, 0.009, -0.078], [0.064, -0.058, 0.048], [0.012, 0.009, -0.031], [0.047, 0.102, -0.070], [0.029, 0.000, -0.006], [-0.012, -0.008, -0.061], [-0.134, 0.009, 0.144], [0.083, -0.082, 0.060], [-0.030, 0.003, -0.001], [0.177, 0.263, -1.699], [0.221, 0.057, -0.159], [0.169, 0.130, 0.016], [-0.015, 0.000, -0.037], [0.083, -0.078, -0.110], [-0.022, 0.398, -0.126], [-0.436, 0.322, 0.570], [0.057, -0.057, 0.252], [0.025, -0.018, 0.005], [-0.239, 0.137, 0.155], [0.025, -0.102, -0.192], [-0.196, 0.324, 0.242], [-0.314, 0.355, 0.551], [-0.029, -0.089, -0.031], [-0.059, -0.478, 0.257], [0.204, -0.011, -0.169], [0.028, 0.028, 0.027], [-0.023, -0.015, -0.015], [-0.076, 0.056, -0.058], [-0.008, -0.034, 0.021]]}

Record 4
{"formula": "C6H6O", "method": "ωB97M-V/def2-TZVPD", "smiles": "c1occ2c1CC2", "relative_energy_ev": 2.707, "e_homo_ev": -8.47, "gap_ev": 9.6, "elements": ["H", "H", "C", "H", "H", "C", "H", "C", "C", "H", "C", "C", "O"], "coordinates": [[-0.5870, 0.5278, -2.2254], [2.0674, -0.0984, -0.7823], [0.0933, 0.7216, -1.3621], [0.9985, -1.2478, -1.6795], [-2.0777, 1.3301, 1.4384], [-0.5091, 0.5001, 0.0146], [0.4002, -1.8806, 2.1647], [1.0686, -0.3910, -0.9589], [-1.3178, 0.6190, 1.1274], [0.4023, 1.7917, -1.5690], [0.0891, -1.0156, 1.5269], [0.3259, -0.6076, 0.2755], [-0.9536, -0.2494, 2.0297]], "atomic_forces_ev_per_a": [[0.460, -0.382, 0.716], [1.211, 0.300, -0.161], [-1.292, 2.404, -0.693], [0.529, 0.638, 0.547], [0.139, -0.246, -0.158], [-1.726, -0.235, 1.144], [-0.327, 1.242, -0.672], [0.346, -1.948, -2.660], [-0.099, 2.377, -2.310], [0.372, -1.286, 0.435], [-0.074, -1.668, 1.195], [-0.422, 0.747, 1.336], [0.883, -1.943, 1.280]]}

Record 5
{"formula": "C4H8O2", "method": "ωB97M-V/def2-TZVPD", "smiles": "CC(=O)CCO", "relative_energy_ev": 2.163, "e_homo_ev": -9.39, "gap_ev": 10.3, "elements": ["C", "H", "O", "H", "O", "C", "H", "C", "H", "H", "C", "H", "H", "H"], "coordinates": [[-1.3742, -0.0280, 0.7241], [2.2785, 0.7846, 0.5377], [-2.0412, 1.1295, 0.4140], [-0.1816, -1.7585, -0.4828], [0.2797, 1.4566, -0.8773], [1.8405, -0.0927, 0.0615], [-1.1891, -0.6458, -1.4771], [0.5281, 0.2966, -0.5686], [-1.3383, 1.7484, 0.1191], [-1.8524, -0.9617, 0.5713], [-0.5214, -0.7079, -0.6096], [2.4968, -0.4216, -0.7509], [1.7526, -0.9203, 0.7759], [-0.6781, 0.1209, 1.5627]], "atomic_forces_ev_per_a": [[1.635, -1.074, -1.768], [0.084, -0.112, -0.041], [0.192, -0.279, -0.175], [-0.343, 0.766, 0.414], [0.498, 0.044, -0.169], [0.194, 0.128, 0.028], [0.092, 0.245, 0.367], [0.346, 0.404, -0.256], [-0.350, -0.080, -0.152], [-2.219, -0.267, 1.995], [0.265, 0.714, -0.059], [0.037, 0.013, 0.104], [-0.070, 0.207, -0.183], [-0.361, -0.709, -0.106]]}